Formula: C19H37CdNO8Sb
Source: the Open Molecules 2025 dataset
Level of theory: ωB97M-V/def2-TZVPD

Properties
Total charge: -1
LUMO energy in eV: 2.94
Gap between HOMO and LUMO in eV: 8.30
Energy in eV: -49279.8153

Element x y z (Å)
1 Cd 0.65456 0.02017 0.95528
2 O -1.25987 -1.13431 2.01704
3 C -0.88003 -2.26985 2.78083
4 C 0.40801 -2.03671 3.55424
5 N 1.53438 -1.76108 2.66352
6 C 1.96345 -2.94999 1.93152
7 C 1.41753 -3.03039 0.49211
8 O 1.24767 -4.14131 0.00082
9 O 1.26039 -1.90126 -0.08835
10 C 2.60344 -1.03155 3.35969
11 C 2.21341 0.44973 3.37766
12 O 1.90714 0.98101 4.45272
13 O 2.18430 1.00518 2.22854
14 H -1.33295 -0.35021 2.59858
15 H -0.75628 -3.09037 2.07166
16 H -1.67557 -2.54272 3.48074
17 H 0.60956 -2.91895 4.18184
18 H 0.27791 -1.17912 4.21846
19 H 1.70358 -3.87196 2.46082
20 H 3.04938 -2.92719 1.82012
21 H 3.52334 -1.13697 2.78644
22 H 2.75970 -1.39883 4.37987
23 C -0.16299 3.58228 2.99037
24 C -1.23977 2.51389 2.83562
25 C -2.48756 2.86537 3.62952
26 O -0.73811 1.25571 3.31252
27 C -1.56431 2.41580 1.31672
28 O -2.42040 3.17208 0.86949
29 O -0.89171 1.57867 0.61359
30 H 0.06520 3.73985 4.04773
31 H -0.51673 4.51950 2.55924
32 H 0.75110 3.26954 2.48636
33 H -2.22278 3.09987 4.66312
34 H -3.17824 2.02014 3.62625
35 H -2.98589 3.71712 3.17140
36 H 0.04439 1.40582 3.87826
37 C -0.83643 1.80833 -4.42348
38 C -1.06561 1.66290 -2.92403
39 C -2.54225 1.51889 -2.56278
40 Sb 0.07038 0.08557 -1.93773
41 C -0.85617 -1.75907 -2.60997
42 C -2.00067 -2.12607 -1.66768
43 C -1.27398 -1.79330 -4.07326
44 C 1.80696 0.07761 -3.25505
45 C 2.63481 1.32045 -2.93636
46 C 2.61541 -1.20392 -3.07194
47 H -1.45940 2.61929 -4.81924
48 H -1.09730 0.89997 -4.96868
49 H 0.20222 2.05027 -4.65659
50 H -0.68831 2.55504 -2.41586
51 H -2.96919 0.60179 -2.97807
52 H -3.11826 2.36027 -2.96361
53 H -2.67702 1.51432 -1.47935
54 H -0.04199 -2.46634 -2.43604
55 H -2.84803 -1.44522 -1.77987
56 H -1.68024 -2.09470 -0.62433
57 H -2.35671 -3.14110 -1.87580
58 H -2.10450 -1.11065 -4.26690
59 H -1.61048 -2.80051 -4.34648
60 H -0.45200 -1.52566 -4.74158
61 H 1.44273 0.13657 -4.28337
62 H 2.98361 1.29822 -1.90025
63 H 2.05943 2.24061 -3.06897
64 H 3.51913 1.38164 -3.58089
65 H 2.85675 -1.37459 -2.02080
66 H 3.55527 -1.14900 -3.63449
67 H 2.06664 -2.08056 -3.42089



Formula: BaH18O9
Source: the Open Molecules 2025 dataset
Level of theory: ωB97M-V/def2-TZVPD

Properties
Total charge: +2
LUMO energy in eV: -6.01
Gap between HOMO and LUMO in eV: 12.09
Energy in eV: -19403.6375

Element x y z (Å)
1 Ba 22.63735 -11.91197 12.26485
2 O 23.02511 -10.38764 14.54910
3 H 23.41882 -9.52913 14.70464
4 H 22.38553 -10.48960 15.25392
5 O 22.96176 -14.78347 12.80649
6 H 22.95097 -15.34848 13.57906
7 H 22.46632 -15.26914 12.14703
8 O 23.22555 -12.92150 9.73437
9 H 22.72300 -13.65561 9.38116
10 H 23.25401 -12.28456 9.02042
11 O 24.90715 -12.90864 13.85902
12 H 24.77994 -13.46684 14.62613
13 H 25.85702 -12.81821 13.78288
14 O 20.64229 -12.31538 14.07923
15 H 20.26740 -11.85732 14.83147
16 H 20.28387 -13.20120 14.13462
17 O 22.83304 -9.94245 10.03228
18 H 22.47386 -9.88106 9.14715
19 H 23.71905 -10.28297 9.90865
20 O 24.98331 -11.02003 10.85411
21 H 25.45328 -10.60622 11.57807
22 H 25.65436 -11.17373 10.18905
23 O 20.42725 -13.09618 11.31041
24 H 20.14863 -13.69375 10.61651
25 H 19.61611 -12.84954 11.75476
26 O 20.47923 -10.12599 11.92839
27 H 20.01025 -10.06033 11.09654
28 H 20.36034 -9.26961 12.33917



Formula: C48H59ClN18O2
Source: the Open Molecules 2025 dataset
Level of theory: ωB97M-V/def2-TZVPD

Properties
Total charge: 0
LUMO energy in eV: -0.10
Gap between HOMO and LUMO in eV: 8.62
Energy in eV: -94167.0088

Element x y z (Å)
1 O 2.01840 -4.20881 -0.90118
2 C 1.04648 -3.51706 -0.78029
3 N -0.14087 -3.82087 0.00771
4 C -1.20668 -3.52908 -0.96400
5 O -2.12474 -4.23820 -1.25504
6 C -0.74969 -2.15097 -1.50571
7 C 0.66597 -2.17274 -1.41281
8 C 1.44026 -1.12812 -1.83507
9 C 0.76674 -0.02622 -2.32741
10 C -0.61022 0.02697 -2.40634
11 Cl -1.26711 1.52547 -3.01939
12 C -1.43710 -1.05415 -2.01087
13 C -2.92951 -1.05219 -2.11841
14 C -3.62532 -0.39139 -3.12933
15 C -5.00071 -0.40494 -3.20784
16 C -5.77142 -1.11204 -2.29779
17 C -5.08725 -1.80107 -1.30642
18 C -3.71500 -1.75593 -1.20918
19 H -0.27694 -3.01484 0.62315
20 H 2.52349 -1.18944 -1.76829
21 H 1.33017 0.83600 -2.67597
22 H -3.10795 0.16128 -3.90450
23 H -5.52737 0.14415 -3.99128
24 H -6.86495 -1.12464 -2.35822
25 H -5.65641 -2.39150 -0.58710
26 H -3.27959 -2.32744 -0.39442
27 C 4.03852 3.20184 -4.28872
28 C 3.78099 2.43948 -3.07811
29 N 3.57773 1.83101 -2.12705
30 H 3.66441 2.68259 -5.17026
31 H 3.55760 4.17919 -4.25175
32 H 5.10380 3.36617 -4.43543
33 C 0.73194 -6.28229 2.81983
34 C -0.03215 -6.16976 4.05405
35 N -0.63498 -6.08112 5.02634
36 H 0.26656 -6.98009 2.12493
37 H 0.81041 -5.32194 2.31177
38 H 1.74474 -6.63684 3.00938
39 C 5.67716 -1.24905 -2.56810
40 C 5.01400 -0.63839 -3.71195
41 N 4.49307 -0.15705 -4.61433
42 H 5.52645 -0.66610 -1.65907
43 H 5.29925 -2.25470 -2.37923
44 H 6.75196 -1.32977 -2.72903
45 C 4.89427 -2.56925 1.53595
46 C 5.39603 -1.32890 0.96110
47 N 5.79224 -0.34420 0.52251
48 H 4.69409 -2.45899 2.59815
49 H 3.96421 -2.88273 1.06171
50 H 5.61022 -3.38251 1.41889
51 C -6.93632 3.41752 -4.93034
52 C -6.50583 2.13029 -5.45295
53 N -6.16697 1.10294 -5.83813
54 H -6.66308 4.23479 -5.59659
55 H -8.01723 3.44996 -4.79607
56 H -6.47742 3.60983 -3.95726
57 C 5.44918 -2.32116 5.74774
58 C 4.96972 -3.47454 5.00236
59 N 4.58804 -4.38179 4.41181
60 H 6.49400 -2.43852 6.03451
61 H 5.36936 -1.40445 5.16250
62 H 4.87701 -2.17222 6.66265
63 C -5.07263 3.79921 -0.65468
64 C -5.60001 4.52951 -1.79165
65 N -6.02512 5.10741 -2.68747
66 H -5.23026 4.33474 0.28305
67 H -5.55081 2.83088 -0.56134
68 H -4.00063 3.62436 -0.75189
69 C -8.49782 -3.26740 -5.02547
70 C -8.77082 -2.16523 -4.11631
71 N -8.98598 -1.29302 -3.40360
72 H -7.61921 -3.06324 -5.63671
73 H -8.31423 -4.19224 -4.47976
74 H -9.33697 -3.44035 -5.69825
75 C -4.09913 7.41829 1.22463
76 C -4.46691 6.49933 2.29316
77 N -4.75786 5.77102 3.13032
78 H -4.46736 7.07008 0.25947
79 H -4.51426 8.41034 1.39781
80 H -3.01727 7.52066 1.14832
81 C 1.24689 0.69390 1.31861
82 C 2.01738 -0.01282 2.32576
83 N 2.63286 -0.57872 3.11209
84 H 0.20126 0.78275 1.60555
85 H 1.62549 1.70132 1.15765
86 H 1.27755 0.17717 0.36046
87 C 0.38154 2.56621 4.77005
88 C 0.13107 2.98921 3.39855
89 N -0.06625 3.32300 2.31844
90 H 1.25577 1.91833 4.83568
91 H 0.55851 3.42167 5.42167
92 H -0.46288 2.01212 5.17626
93 C -1.85741 -1.30679 5.91854
94 C -1.36976 -0.79474 4.64790
95 N -0.98382 -0.39063 3.64566
96 H -2.58053 -2.10908 5.77257
97 H -1.04540 -1.70702 6.52459
98 H -2.34588 -0.52566 6.50083
99 C 8.77253 2.07751 -4.66156
100 C 7.77392 2.83328 -5.40050
101 N 6.98733 3.43204 -5.98390
102 H 8.87323 2.44055 -3.63917
103 H 8.51439 1.02018 -4.60697
104 H 9.75280 2.15193 -5.13091
105 C -8.21745 0.56120 0.29041
106 C -7.59002 1.21618 -0.84599
107 N -7.09613 1.73286 -1.74257
108 H -8.99366 -0.13078 -0.03535
109 H -7.48860 -0.00640 0.86874
110 H -8.67943 1.28723 0.95882
111 C 6.32042 -6.20397 7.20931
112 C 7.19853 -5.06397 7.43305
113 N 7.88917 -4.16443 7.60802
114 H 5.68816 -6.04802 6.33498
115 H 6.89340 -7.11599 7.04582
116 H 5.66731 -6.37218 8.06496
117 C -5.71517 1.34458 7.30761
118 C -4.37054 0.97757 7.72609
119 N -3.31053 0.68823 8.05622
120 H -6.46166 0.96565 8.00461
121 H -5.82964 2.42663 7.25516
122 H -5.94545 0.93951 6.32287
123 C 10.57916 4.29113 -7.72657
124 C 11.33401 3.58754 -6.69904
125 N 11.92515 3.03184 -5.88724
126 H 9.53339 4.40478 -7.43941
127 H 10.98511 5.28688 -7.90078
128 H 10.60550 3.75239 -8.67298



Formula: C28H48F6O3SbTi
Source: the Open Molecules 2025 dataset
Level of theory: ωB97M-V/def2-TZVPD

Properties
Total charge: -1
2S+1: 3
LUMO energy (alpha / beta) in eV: 2.77 / 2.76
Gap between HOMO and LUMO (alpha / beta) in eV: 5.79 / 7.92
Energy in eV: -81920.4168

Element x y z (Å)
1 Ti 0.07584 -0.92407 0.12658
2 C -1.16110 -0.69993 2.17490
3 C -0.41910 0.51104 2.12491
4 C 0.97202 0.13677 2.13145
5 C 1.01448 -1.28804 2.20767
6 C -0.29761 -1.81011 2.24136
7 C -0.69531 -3.24340 2.53884
8 C 0.16800 -4.23206 1.75521
9 C -0.49711 -3.48259 4.04507
10 C -2.16302 -3.49063 2.18872
11 C 2.28980 0.91821 2.22142
12 C 3.42329 0.11784 1.55745
13 C 2.28643 2.27783 1.51955
14 C 2.66256 1.10183 3.70286
15 C -1.13452 1.85710 2.32076
16 C -0.66961 2.48524 3.64518
17 C -2.64915 1.63540 2.46112
18 C -0.98450 2.87573 1.17738
19 H -2.23494 -0.76400 2.12297
20 H 1.91703 -1.87513 2.27581
21 H 1.23136 -4.07775 1.95080
22 H -0.00349 -4.11444 0.68502
23 H -0.08188 -5.25952 2.03621
24 H 0.54943 -3.33702 4.32077
25 H -0.79088 -4.50090 4.31960
26 H -1.09885 -2.77922 4.62502
27 H -2.33995 -3.30910 1.12850
28 H -2.82476 -2.83949 2.76311
29 H -2.43150 -4.52590 2.41629
30 H 3.17113 -0.12027 0.52447
31 H 3.63477 -0.81324 2.08331
32 H 4.34134 0.71171 1.56849
33 H 2.03114 2.15525 0.46409
34 H 3.28878 2.71106 1.57443
35 H 1.59911 2.98861 1.97135
36 H 2.73462 0.12795 4.19115
37 H 1.92050 1.69071 4.24126
38 H 3.63119 1.60390 3.79170
39 H -0.73247 1.75322 4.45314
40 H -1.30730 3.33727 3.89881
41 H 0.35542 2.84430 3.59214
42 H -2.88950 1.04170 3.34511
43 H -3.05725 1.13646 1.57969
44 H -3.14208 2.60659 2.56025
45 H 0.00610 2.89603 0.73690
46 H -1.22341 3.87998 1.54358
47 H -1.69605 2.63754 0.38780
48 C -3.91244 2.31772 -1.75427
49 C -2.55266 2.77709 -2.27334
50 Sb -1.04231 1.23482 -2.02341
51 C -1.70353 0.08467 -3.74247
52 C -1.49719 0.65566 -5.13977
53 C 0.62571 2.40727 -2.75192
54 C 0.43619 3.35126 -3.93504
55 H -4.66495 3.10649 -1.84411
56 H -3.85552 2.01854 -0.70575
57 H -4.27352 1.44685 -2.30406
58 H -2.19889 3.65791 -1.72984
59 H -2.60471 3.05461 -3.32909
60 H -2.76457 -0.08064 -3.54021
61 H -1.22552 -0.88989 -3.64140
62 H -1.89293 1.67009 -5.22632
63 H -1.99779 0.04075 -5.89391
64 H -0.43827 0.69326 -5.40170
65 H 1.43581 1.69717 -2.91764
66 H 0.91306 2.98223 -1.86496
67 H 0.20763 2.81349 -4.85396
68 H 1.34188 3.93825 -4.11533
69 H -0.38107 4.05350 -3.75648
70 O -3.28095 -1.00266 -0.82953
71 C -2.55184 -1.91965 -1.19678
72 O -1.29040 -2.04120 -1.01281
73 H -2.99231 -2.75528 -1.78015
74 C 1.45587 -1.88456 -3.39980
75 C 2.27068 -1.57339 -2.13358
76 O 1.60840 -0.76052 -1.27697
77 C 2.60645 -2.91306 -1.43467
78 F 3.24377 -2.74477 -0.26775
79 F 3.37117 -3.74244 -2.17915
80 F 1.47117 -3.57942 -1.16982
81 C 3.58895 -0.88789 -2.58000
82 F 4.25090 -1.58734 -3.53080
83 F 3.32757 0.31825 -3.11301
84 F 4.45684 -0.68952 -1.57658
85 H 0.50565 -2.30774 -3.07695
86 H 1.96146 -2.57126 -4.07777
87 H 1.26315 -0.94113 -3.91115



Formula: C26H45BNO4S2
Source: the Open Molecules 2025 dataset
Level of theory: ωB97M-V/def2-TZVPD

Properties
Total charge: -1
LUMO energy in eV: 1.60
Gap between HOMO and LUMO in eV: 5.59
Energy in eV: -59719.5889

Element x y z (Å)
1 C 5.36799 -1.72266 2.88492
2 C 3.87404 -2.02452 2.83487
3 C 3.55104 -3.31027 2.07897
4 C 3.23150 -3.11181 0.59499
5 N 2.17556 -2.11573 0.36151
6 C 1.07031 -2.68536 -0.45670
7 C -0.12757 -1.75871 -0.64598
8 C -1.45440 -2.38894 -0.21383
9 C -2.68857 -1.92488 -0.99708
10 C -3.29482 -0.53583 -0.64570
11 C -2.67571 0.25027 0.51194
12 C -1.87923 1.50230 0.13980
13 C -1.08474 1.42581 -1.16873
14 O -2.72795 2.66852 0.14200
15 C -2.24669 3.68691 0.96927
16 C -0.97393 4.32705 0.45425
17 C 0.18922 4.38353 1.22334
18 C 1.34953 4.95350 0.68796
19 C 1.34692 5.45560 -0.61185
20 C 0.18318 5.41271 -1.38632
21 C -0.96936 4.84537 -0.84477
22 O -3.57907 0.20811 -1.77553
23 B -4.86323 -0.29236 -2.40475
24 O -5.37932 -1.26815 -1.37704
25 C -4.76455 -0.87210 -0.21210
26 O -4.86940 -1.80936 0.82948
27 C -6.20899 -2.05058 1.16701
28 C -6.28697 -2.89956 2.43967
29 C 2.65720 -0.90851 -0.17346
30 S 2.29789 0.53564 0.45624
31 S 3.67290 -0.97058 -1.66744
32 C 5.13359 -0.05472 -1.11429
33 C 5.31790 1.28262 -1.82548
34 C 5.17150 1.17826 -3.34624
35 H 5.92580 -2.58134 3.24563
36 H 5.75541 -1.39247 1.92277
37 H 5.54861 -0.90289 3.57814
38 H 3.32866 -1.17519 2.43718
39 H 3.54752 -2.14435 3.86748
40 H 2.72912 -3.85481 2.53741
41 H 4.43487 -3.94972 2.11979
42 H 2.89300 -4.06663 0.19807
43 H 4.14975 -2.87958 0.05487
44 H 1.47883 -2.99719 -1.42492
45 H 0.74884 -3.59887 0.03618
46 H 0.04068 -0.80984 -0.14956
47 H -0.22495 -1.54555 -1.70939
48 H -1.35587 -3.46351 -0.39682
49 H -1.58871 -2.30053 0.86272
50 H -3.43001 -2.70778 -0.90850
51 H -2.40845 -1.88441 -2.04943
52 H -2.04938 -0.36837 1.14911
53 H -3.48657 0.59887 1.14822
54 H -1.15981 1.66342 0.94741
55 H -0.02546 1.61656 -0.99210
56 H -1.43034 2.21980 -1.82046
57 H -1.21432 0.49461 -1.70156
58 H -3.00939 4.46491 0.99557
59 H -2.10856 3.33520 1.99638
60 H 0.20541 3.98133 2.22546
61 H 2.26794 4.98842 1.25578
62 H 2.24332 5.87494 -1.04484
63 H 0.14928 5.77802 -2.40055
64 H -1.87097 4.79407 -1.43755
65 H -4.63534 -0.86937 -3.46722
66 H -5.68594 0.61828 -2.52673
67 H -5.27505 0.06946 0.08015
68 H -6.73321 -2.55452 0.35807
69 H -6.74078 -1.10828 1.32982
70 H -6.98162 -2.45390 3.14537
71 H -6.67374 -3.89096 2.21586
72 H -5.30769 -3.00995 2.89338
73 H 6.02583 -0.66182 -1.25598
74 H 5.05232 0.13959 -0.04886
75 H 6.31439 1.66353 -1.60120
76 H 4.60728 2.00535 -1.43260
77 H 5.65154 2.02646 -3.82496
78 H 4.12554 1.16164 -3.62982
79 H 5.65648 0.26581 -3.68672



Formula: C4H10O
Source: the Open Molecules 2025 dataset
Level of theory: ωB97M-V/def2-TZVPD

Properties
Total charge: 0
LUMO energy in eV: 0.78
Gap between HOMO and LUMO in eV: 10.68
Energy in eV: -6355.6696

Element x y z (Å)
1 C -4.63297 0.51569 1.29580
2 C -3.57120 0.55434 0.49973
3 H -5.50223 1.14257 1.15296
4 H -4.72638 -0.35134 1.93671
5 H -3.55601 0.83343 -0.55366
6 H -2.68435 -0.05660 0.66015
7 C 3.01785 -1.05664 -1.10151
8 C 2.48971 -0.14117 -0.00418
9 O 3.10575 1.14385 0.01197
10 H 3.90505 -1.65501 -0.91200
11 H 2.19523 -1.71930 -1.38299
12 H 3.20359 -0.43992 -1.98446
13 H 2.73096 -0.56065 0.97432
14 H 1.41177 -0.01730 -0.12338
15 H 2.61323 1.80804 -0.46946



Formula: CH5O2
Source: the Open Molecules 2025 dataset
Level of theory: ωB97M-V/def2-TZVPD

Properties
Total charge: -1
LUMO energy in eV: 4.91
Gap between HOMO and LUMO in eV: 7.94
Energy in eV: -5212.9355

Element x y z (Å)
1 O 0.81179 1.43438 -1.30704
2 H 0.53658 2.05384 -0.62523
3 C -0.27186 -0.82630 0.60696
4 O -0.86290 -0.27074 -0.50753
5 H -0.73418 -0.48216 1.56233
6 H -0.38341 -1.93161 0.63370
7 H 0.80727 -0.59942 0.67566
8 H 0.09672 0.62202 -1.03885